{"formula": "C37H47BClGeN6PRu", "method": "ωB97M-V/def2-TZVPD", "e_above_lowest_kcal_mol": 14.0, "charge": 2, "gap_ev": [6.11, 6.41], "energy_ev": -129647.0452, "elements": ["Ru", "C", "C", "C", "C", "C", "N", "N", "B", "N", "N", "C", "C", "C", "C", "C", "N", "N", "C", "C", "C", "C", "C", "H", "H", "H", "H", "H", "H", "H", "H", "H", "H", "H", "H", "H", "H", "H", "H", "H", "H", "H", "H", "H", "H", "Cl", "C", "C", "C", "C", "C", "C", "P", "C", "C", "C", "C", "C", "C", "C", "C", "C", "C", "C", "C", "H", "H", "H", "H", "H", "H", "H", "H", "H", "H", "H", "H", "H", "H", "C", "Ge", "C", "C", "C", "H", "H", "H", "H", "H", "H", "H", "H", "H", "H", "H"], "xyz": [[0.18847, 0.31063, -0.39829], [1.72948, 3.56675, -1.86307], [0.47115, 2.93426, -2.36614], [-0.29519, 3.49679, -3.38415], [-1.37143, 2.65799, -3.57006], [-2.49388, 2.74979, -4.54896], [-1.24225, 1.65748, -2.68784], [-0.12236, 1.79679, -1.93695], [-1.94086, 0.31917, -2.63291], [-2.53342, 0.11740, -1.23352], [-1.70681, -0.21926, -0.17542], [-2.54945, -0.70441, 0.79920], [-2.20442, -1.26524, 2.12621], [-3.84893, -0.63508, 0.35216], [-3.80560, -0.11979, -0.93446], [-4.92989, 0.13437, -1.87741], [-0.90623, -0.78892, -2.87986], [0.19266, -0.99471, -2.06629], [0.89883, -1.99425, -2.65693], [2.15987, -2.58936, -2.15647], [0.25748, -2.40245, -3.81163], [-0.88081, -1.63107, -3.91922], [-1.93533, -1.67324, -4.97372], [2.23042, 4.05691, -2.69635], [2.44116, 2.87642, -1.43050], [1.51166, 4.34236, -1.12369], [-0.07548, 4.40277, -3.92454], [-2.47903, 3.72620, -5.02700], [-3.46120, 2.61877, -4.06537], [-2.40363, 1.99101, -5.32715], [-2.78762, 0.26583, -3.46612], [-1.15266, -1.44150, 2.25282], [-2.71015, -2.22359, 2.24769], [-2.56524, -0.61028, 2.91864], [-4.72338, -0.95212, 0.89609], [-5.87579, 0.00958, -1.35603], [-4.90623, -0.56133, -2.71658], [-4.88635, 1.14507, -2.28149], [2.32283, -2.37323, -1.11645], [3.01283, -2.21999, -2.72908], [2.12813, -3.67254, -2.27305], [0.57354, -3.18514, -4.48106], [-1.71147, -2.47302, -5.67526], [-1.97878, -0.73522, -5.52687], [-2.92084, -1.85633, -4.54669], [2.79102, 0.65643, -0.71199], [3.63007, -0.72866, -0.01477], [4.91928, -0.97141, -0.43429], [5.55057, -2.10907, 0.05438], [4.88504, -2.96278, 0.92280], [3.58517, -2.68300, 1.32350], [2.93744, -1.54211, 0.85851], [1.25488, -1.10442, 1.37741], [0.55049, -2.70917, 1.80176], [-0.01013, -3.45461, 0.76361], [-0.51607, -4.71987, 1.01477], [-0.46889, -5.24043, 2.30341], [0.08408, -4.49797, 3.33768], [0.59998, -3.23192, 3.09070], [1.61860, -0.22429, 2.93805], [0.59222, 0.28709, 3.73682], [0.88017, 0.96547, 4.90874], [2.20059, 1.15609, 5.29871], [3.22684, 0.66417, 4.51204], [2.93964, -0.02284, 3.33775], [5.41341, -0.30726, -1.13016], [6.56131, -2.33079, -0.26091], [5.37719, -3.85350, 1.28875], [3.07250, -3.35526, 1.99916], [-0.07041, -3.03882, -0.23754], [-0.95044, -5.29888, 0.21046], [-0.86600, -6.22740, 2.50067], [0.11737, -4.90546, 4.33944], [1.03091, -2.65876, 3.90279], [-0.43695, 0.16611, 3.44619], [0.07393, 1.34651, 5.52273], [2.42492, 1.68767, 6.21392], [4.25718, 0.80585, 4.81012], [3.75943, -0.40099, 2.74292], [-1.72524, 4.06152, -0.20294], [-0.93152, 3.12060, 1.27399], [0.20804, 4.28123, 2.34546], [-2.28424, 2.32333, 2.38443], [0.67691, 1.92091, 0.73598], [-2.33467, 4.85786, 0.23122], [-2.37162, 3.41795, -0.79963], [-0.98149, 4.51937, -0.84966], [-0.44120, 5.07047, 2.73270], [0.99645, 4.73387, 1.74609], [0.65180, 3.74105, 3.18081], [-2.84001, 3.15224, 2.82927], [-1.85357, 1.73981, 3.19465], [-2.98317, 1.71588, 1.81649], [1.20551, 1.68724, 1.65839], [1.27889, 2.64670, 0.19838]], "lowdin_charge": [1.079, -0.041, -0.319, 0.027, -0.247, 0.010, 0.024, -0.005, -0.543, 0.054, -0.039, -0.283, -0.014, 0.040, -0.228, 0.017, 0.043, -0.021, -0.306, -0.013, 0.038, -0.238, 0.006, 0.101, -0.002, 0.089, 0.132, 0.094, 0.083, 0.090, 0.120, 0.008, 0.113, 0.093, 0.139, 0.097, 0.096, 0.092, 0.025, 0.105, 0.105, 0.132, 0.094, 0.089, 0.090, 0.857, -0.605, -0.072, -0.027, -0.027, -0.049, -0.430, 1.056, -0.417, -0.094, -0.048, -0.046, -0.045, -0.081, -0.364, -0.110, -0.055, -0.048, -0.042, -0.060, 0.123, 0.125, 0.123, 0.118, 0.091, 0.116, 0.118, 0.118, 0.116, 0.069, 0.118, 0.119, 0.119, 0.103, -0.187, 0.815, -0.174, -0.189, -0.377, 0.046, 0.025, 0.021, 0.046, 0.035, 0.027, 0.048, 0.007, 0.014, -0.017, -0.037]}